[1]
ORCA calculation (wB97M-V/def2-TZVPD) on a molecular structure, C2H4N6 at a distorted geometry.

Output
- LUMO: -1.13 eV
- Energy above the lowest of the compared OMol25 structures with the same formula, charge and spin: 615.2 kJ/mol
- Orbital gap: 0.2803 Ha
- E_HOMO: -8.8 eV
- 2S+1: 1
- Total energy: -11071.840 eV

Each line ends with the natural charge from an NBO analysis.
Positions of all 12 atoms, in Å:
C (1.31870, 0.33958, -0.30365)  0.3954
C (-1.23712, 0.27205, -0.00135)  0.4250
H (3.13309, -0.49280, 0.61143)  0.3507
H (-3.23642, -0.31899, -0.05934)  0.3645
H (-0.82298, -1.22809, -1.39259)  0.4211
H (0.66932, -0.80193, 1.49091)  0.3847
N (2.60691, 0.41866, -0.19435)  -0.4999
N (0.59378, 1.49282, -0.16075)  -0.1508
N (-0.54717, 1.55579, 0.09859)  -0.0683
N (-2.49927, 0.45340, 0.00501)  -0.6046
N (-0.55904, -0.83968, -0.39019)  -0.5121
N (0.58021, -0.85081, 0.29629)  -0.5058

[2]
ORCA calculation (wB97M-V/def2-TZVPD) on 2 unconnected molecules or ions with the total composition C7H10ClN2O at a distorted geometry.

Output
- LUMO (spin up / spin down): -5.72 / -5.89 eV
- Energy above the lowest of the compared OMol25 structures with the same formula, charge and spin: 470.7 kJ/mol
- Charge: +1
- Orbital gap (spin up / spin down): 0.2922 / 0.2850 Ha
- E_HOMO (spin up / spin down): -13.7 / -13.6 eV
- 2S+1: 1
- Total energy: -24958.333 eV

Each line ends with the natural charge from an NBO analysis.
Positions of all 21 atoms, in Å:
C (1.19768, -1.02300, -1.90611)  0.4088
C (1.40083, 0.15942, -1.44827)  -0.1937
C (-0.69048, 0.23339, -0.12053)  0.6069
C (1.98572, 1.42614, -1.28228)  0.4450
C (-1.57652, 1.29884, -0.59965)  -0.8028
C (0.65654, -1.23047, 1.22488)  -0.4350
C (-1.34504, -0.13816, 2.08602)  -0.4403
N (0.93304, -2.18942, -1.96285)  -0.5358
N (-0.47128, -0.34156, 0.96362)  -0.3587
O (1.68594, 2.18010, -0.43089)  -0.4873
Cl (3.24157, 1.77854, -2.46193)  0.0221
H (-1.28910, 2.15258, 0.02674)  0.2980
H (-1.44912, 1.42373, -1.75240)  0.2947
H (-2.80898, 1.17235, -0.61033)  0.2985
H (1.06794, -1.07543, 2.26561)  0.2486
H (0.56272, -2.23505, 0.91521)  0.2521
H (1.49308, -0.86200, 0.66954)  0.2440
H (-1.09666, -0.73603, 2.87803)  0.2410
H (-1.48220, 0.85432, 2.50392)  0.2507
H (-2.38233, -0.27059, 1.68525)  0.2333
H (0.36665, -2.57769, -2.64356)  0.4101

[3]
ORCA calculation (wB97M-V/def2-TZVPD) on 2 unconnected molecules or ions with the total composition C28H32N3O6S at a distorted geometry.

Output
- LUMO: 1.62 eV
- Energy above the lowest of the compared OMol25 structures with the same formula, charge and spin: 89.7 kJ/mol
- Charge: -1
- Orbital gap: 0.1851 Ha
- E_HOMO: -3.4 eV
- 2S+1: 1
- Total energy: -57146.169 eV

Each line ends with the natural charge from an NBO analysis.
Positions of all 70 atoms, in Å:
C (0.43298, -1.44325, 6.43087)  -0.3913
N (-0.22879, -0.41766, 5.64756)  -0.4955
C (-1.25960, 0.32004, 6.35950)  -0.3888
C (-0.09986, -0.28996, 4.26279)  0.2019
C (-0.70331, -1.21618, 3.37461)  -0.2607
C (-0.84184, -0.90680, 2.03864)  -0.1382
C (-0.37379, 0.33045, 1.53568)  -0.0434
C (-0.64503, 0.69300, 0.17399)  0.0996
C (-1.78599, 0.27214, -0.48875)  -0.4438
C (-1.75869, -0.28049, -1.83312)  0.6752
O (-0.73408, -0.71594, -2.36381)  -0.6261
N (-2.99727, -0.27160, -2.51540)  -0.4615
C (-2.95566, -0.53198, -3.94922)  -0.4190
C (-4.22550, -0.37017, -1.87572)  0.3185
S (-5.70447, -0.44734, -2.65286)  -0.2604
N (-4.12414, -0.38439, -0.49069)  -0.4713
C (-5.37589, -0.44749, 0.26569)  -0.4104
C (-3.12863, 0.46643, 0.08055)  0.6798
O (-3.41306, 1.26906, 0.96035)  -0.6031
C (0.33178, 1.19537, 2.40140)  -0.1487
C (0.51868, 0.86530, 3.72365)  -0.2398
H (1.31463, -1.82190, 5.89931)  0.2110
H (0.74740, -1.00235, 7.38796)  0.1823
H (-0.24291, -2.28087, 6.66318)  0.1633
H (-1.59195, 1.17564, 5.75775)  0.2177
H (-2.12192, -0.32887, 6.58539)  0.1659
H (-0.85118, 0.67088, 7.31523)  0.1792
H (-1.12875, -2.13603, 3.78073)  0.2090
H (-1.34448, -1.58622, 1.34108)  0.2272
H (-0.07735, 1.50953, -0.25484)  0.2446
H (-3.99835, -0.56045, -4.27616)  0.2390
H (-2.43471, 0.27985, -4.46462)  0.2026
H (-2.45798, -1.48477, -4.15853)  0.2110
H (-5.14895, -0.65603, 1.31298)  0.2122
H (-5.93830, 0.49085, 0.19035)  0.2087
H (-5.97491, -1.24486, -0.17381)  0.2218
H (0.68213, 2.15234, 2.00787)  0.2335
H (1.09283, 1.51676, 4.38304)  0.2171
C (0.92569, 0.49799, -5.67355)  -0.6232
C (1.12023, 1.54166, -4.60789)  -0.0720
O (1.43694, 0.76322, -3.41581)  -0.5104
C (1.23922, 1.33357, -2.21966)  0.8152
C (1.79077, 0.57686, -1.06351)  -0.4446
C (1.73316, -0.89759, -1.09712)  0.8245
O (1.35471, -1.60890, -0.16790)  -0.6815
O (2.13438, -1.43338, -2.26537)  -0.5117
C (1.73193, -2.81634, -2.37539)  -0.0750
C (2.00608, -3.20455, -3.79419)  -0.6216
C (2.54541, 1.21981, -0.04473)  0.0833
C (3.10407, 0.49634, 1.05290)  -0.2791
C (3.93250, 1.13976, 1.96879)  -0.2028
C (4.25509, 2.49532, 1.81345)  -0.2942
C (3.65147, 3.23501, 0.79152)  -0.2169
C (2.77820, 2.62150, -0.10206)  -0.2782
O (0.60275, 2.38150, -2.08951)  -0.6890
H (0.95460, 0.91729, -6.68038)  0.1960
H (1.69211, -0.27874, -5.59378)  0.2188
H (-0.05100, 0.01462, -5.55646)  0.2114
H (1.98392, 2.18788, -4.82418)  0.1719
H (0.22125, 2.15794, -4.46539)  0.2014
H (2.30985, -3.40161, -1.64787)  0.1773
H (0.66462, -2.88345, -2.13754)  0.2035
H (1.81652, -4.26989, -3.93372)  0.1970
H (1.33776, -2.65885, -4.46630)  0.2121
H (3.03848, -2.97905, -4.07023)  0.2055
H (2.81418, -0.54664, 1.17859)  0.2391
H (4.34535, 0.56488, 2.79851)  0.1972
H (4.97410, 2.96624, 2.48472)  0.1946
H (3.87541, 4.29463, 0.67178)  0.1981
H (2.22718, 3.19091, -0.85029)  0.2343

[4]
ORCA calculation (wB97M-V/def2-TZVPD) on a molecular structure, C7H18AuI2NO4P2 at a distorted geometry.

Output
- LUMO (spin up / spin down): -11.76 / -11.56 eV
- Energy above the lowest of the compared OMol25 structures with the same formula, charge and spin: 207.4 kJ/mol
- Charge: +2
- Orbital gap (spin up / spin down): 0.1017 / 0.1077 Ha
- E_HOMO (spin up / spin down): -14.5 / -14.5 eV
- Expectation value of S²: 2.023
- 2S+1: 3
- Total energy: -55676.832 eV

Each line ends with the natural charge from an NBO analysis.
Positions of all 35 atoms, in Å:
I (4.16454, 3.21585, 2.39667)  0.2687
I (2.81224, -0.46864, -1.26234)  0.0537
Au (1.89417, 1.17166, 0.36257)  0.7232
P (1.01225, -1.10818, 1.22183)  1.0465
C (2.22123, -1.62174, 2.49663)  -0.9483
C (-0.52304, -1.10376, 2.19355)  -0.9772
H (-0.57189, -2.00536, 2.82575)  0.2952
H (0.76180, -3.52054, 0.95610)  0.2791
H (-1.38172, -1.12317, 1.49703)  0.3076
H (-0.13461, -2.62925, -0.26065)  0.3077
H (2.26933, -0.83324, 3.25615)  0.2550
H (-0.55823, -0.19376, 2.80395)  0.2530
C (0.81755, -2.67277, 0.27560)  -0.9607
H (1.99548, -2.60440, 2.87942)  0.2824
H (1.62218, -2.77925, -0.46519)  0.2497
H (3.21130, -1.68056, 2.04582)  0.2586
P (-0.25100, 1.44742, -1.25945)  1.2894
C (-0.02395, 3.03342, -2.11482)  -0.9755
C (-0.52816, 0.28880, -2.64392)  -0.9846
H (-2.21190, 0.57585, -0.19768)  0.3285
H (-2.53852, 2.04926, -1.22490)  0.3060
H (-1.74490, 2.23153, 0.43466)  0.2693
C (-1.85917, 1.59760, -0.47010)  -1.0107
H (-1.01741, -0.61206, -2.24618)  0.3211
H (-1.21016, 0.79201, -3.34447)  0.2936
H (-0.82525, 3.13889, -2.84719)  0.2963
H (0.93825, 3.00753, -2.65205)  0.2751
H (0.41959, -0.00662, -3.11370)  0.2690
H (0.04483, 3.82045, -1.35157)  0.2638
C (1.63491, 2.91242, 1.08734)  0.3284
O (1.11878, 3.93920, 1.29772)  -0.3537
O (-2.94697, -2.98678, -1.48964)  -0.3437
N (-2.92886, -2.08858, -0.64280)  0.7052
O (-3.87304, -1.76911, 0.06615)  -0.3572
O (-1.80963, -1.41409, -0.51027)  -0.6144

[5]
ORCA calculation (wB97M-V/def2-TZVPD) on a single C20H21FN4O3S molecule at a distorted geometry.

Output
- LUMO: -0.16 eV
- Energy above the lowest of the compared OMol25 structures with the same formula, charge and spin: 167.4 kJ/mol
- Orbital gap: 0.3174 Ha
- E_HOMO: -8.8 eV
- 2S+1: 1
- Total energy: -46736.019 eV
- SMILES: CC[C@@H](C)N(C(=O)c1csnn1)[C@@H](C(=O)NCc1ccc(F)cc1)c1ccco1

Each line ends with the natural charge from an NBO analysis.
Positions of all 50 atoms, in Å:
C (-2.54182, -1.87948, 2.99721)  -0.6046
C (-2.03472, -0.56262, 2.42421)  -0.4084
C (-2.42626, -0.38858, 0.95143)  -0.0432
C (-3.89475, -0.01395, 0.77115)  -0.6246
N (-1.55322, 0.60144, 0.30693)  -0.4092
C (-1.50334, 1.85892, 0.78484)  0.6563
O (-2.21132, 2.27956, 1.68279)  -0.6107
C (-0.48074, 2.78438, 0.20248)  -0.0059
C (-0.69361, 4.12014, -0.05117)  -0.3980
S (0.78601, 4.81529, -0.52793)  0.6690
N (1.56733, 3.37629, -0.35475)  -0.3454
N (0.81194, 2.43851, 0.01823)  -0.2301
C (-0.82852, 0.13642, -0.87255)  -0.1757
C (0.17494, -0.95116, -0.42358)  0.6873
O (0.02001, -2.13702, -0.62107)  -0.6292
N (1.20354, -0.42245, 0.25463)  -0.6342
C (2.28522, -1.22512, 0.77567)  -0.2344
C (3.62666, -0.77591, 0.25887)  -0.0605
C (4.75410, -0.86994, 1.06513)  -0.1796
C (5.99410, -0.47327, 0.59882)  -0.2794
C (6.09023, 0.02802, -0.68607)  0.3964
F (7.29561, 0.42339, -1.14722)  -0.3260
C (4.98598, 0.13448, -1.51104)  -0.2752
C (3.75570, -0.27378, -1.03042)  -0.1810
C (-1.77912, -0.32570, -1.93149)  0.2547
C (-2.31528, -1.53536, -2.25935)  -0.2772
C (-3.18240, -1.29806, -3.35438)  -0.3151
C (-3.11409, 0.03532, -3.60607)  0.0896
O (-2.26749, 0.63648, -2.75342)  -0.4077
H (-2.15969, -2.71783, 2.41852)  0.2041
H (-2.20793, -1.99098, 4.02585)  0.2132
H (-3.62767, -1.91838, 2.98803)  0.2014
H (-0.94382, -0.54339, 2.49227)  0.2022
H (-2.42245, 0.27442, 3.00442)  0.2262
H (-2.23495, -1.33224, 0.43352)  0.2224
H (-4.12538, 0.10717, -0.28511)  0.2142
H (-4.10956, 0.91602, 1.28937)  0.2336
H (-4.52842, -0.79879, 1.17264)  0.2118
H (-1.60613, 4.67252, 0.02306)  0.2654
H (-0.26651, 0.97552, -1.29126)  0.2521
H (1.28328, 0.58987, 0.33108)  0.4349
H (2.27907, -1.18879, 1.87116)  0.1982
H (2.08558, -2.25735, 0.46472)  0.2441
H (4.66384, -1.26050, 2.06791)  0.2125
H (6.87603, -0.54373, 1.21540)  0.2293
H (5.09703, 0.52862, -2.50854)  0.2294
H (2.88607, -0.20511, -1.66608)  0.2186
H (-2.09562, -2.47502, -1.79841)  0.2543
H (-3.77157, -2.02416, -3.87514)  0.2302
H (-3.59588, 0.65592, -4.33528)  0.2035

[6]
ORCA calculation (wB97M-V/def2-TZVPD) on a single C8H18N2 molecule at a distorted geometry.

Output
- LUMO: 0.91 eV
- Energy above the lowest of the compared OMol25 structures with the same formula, charge and spin: 129.6 kJ/mol
- Orbital gap: 0.3487 Ha
- E_HOMO: -8.6 eV
- 2S+1: 1
- Total energy: -11567.058 eV
- SMILES: CC1(C)C[C@@H]1[C@@](C)(N)CN

Each line ends with the natural charge from an NBO analysis.
Positions of all 28 atoms, in Å:
C (1.76766, -0.22084, 1.39389)  -0.6159
C (1.58826, -0.15457, -0.10243)  -0.0192
C (2.67249, -0.89747, -0.85030)  -0.6008
C (0.98490, 1.24646, -0.68722)  -0.4226
C (0.25234, -0.05526, -0.77133)  -0.2419
C (-1.14123, -0.24348, -0.18448)  0.1038
C (-2.00801, -1.00163, -1.20003)  -0.6172
N (-1.16152, -0.89638, 1.09955)  -0.8649
C (-1.83061, 1.28136, 0.05272)  -0.2145
N (-1.67398, 1.83753, 1.36899)  -0.8303
H (2.70808, 0.24926, 1.68410)  0.2097
H (0.94653, 0.26399, 1.91202)  0.2270
H (1.79786, -1.26026, 1.72843)  0.1980
H (3.66000, -0.54460, -0.55111)  0.2077
H (2.57542, -0.76683, -1.92656)  0.2075
H (2.62478, -1.96775, -0.63481)  0.2047
H (0.78208, 1.98861, 0.06884)  0.2061
H (1.44098, 1.63933, -1.58554)  0.2116
H (0.28075, -0.45539, -1.78231)  0.2153
H (-2.03965, -0.47469, -2.15120)  0.2086
H (-1.61428, -2.00517, -1.37375)  0.2068
H (-3.03224, -1.09029, -0.83647)  0.2026
H (-2.07127, -1.27623, 1.33985)  0.3622
H (-0.49005, -1.64255, 1.21547)  0.3696
H (-2.89795, 1.10634, -0.10811)  0.1720
H (-1.54904, 2.01762, -0.69925)  0.1980
H (-1.83088, 1.11706, 2.06762)  0.3690
H (-0.74142, 2.20582, 1.51343)  0.3470

- Which value of 2S+1 does entry 2 give?
  1

- The highest total energy belongs to which entry?
  C2H4N6

Please write out number 4 again, unchanged.
ORCA calculation (wB97M-V/def2-TZVPD) on a molecular structure, C7H18AuI2NO4P2 at a distorted geometry.

Output
- LUMO (spin up / spin down): -11.76 / -11.56 eV
- Energy above the lowest of the compared OMol25 structures with the same formula, charge and spin: 207.4 kJ/mol
- Charge: +2
- Orbital gap (spin up / spin down): 0.1017 / 0.1077 Ha
- E_HOMO (spin up / spin down): -14.5 / -14.5 eV
- Expectation value of S²: 2.023
- 2S+1: 3
- Total energy: -55676.832 eV

Each line ends with the natural charge from an NBO analysis.
Positions of all 35 atoms, in Å:
I (4.16454, 3.21585, 2.39667)  0.2687
I (2.81224, -0.46864, -1.26234)  0.0537
Au (1.89417, 1.17166, 0.36257)  0.7232
P (1.01225, -1.10818, 1.22183)  1.0465
C (2.22123, -1.62174, 2.49663)  -0.9483
C (-0.52304, -1.10376, 2.19355)  -0.9772
H (-0.57189, -2.00536, 2.82575)  0.2952
H (0.76180, -3.52054, 0.95610)  0.2791
H (-1.38172, -1.12317, 1.49703)  0.3076
H (-0.13461, -2.62925, -0.26065)  0.3077
H (2.26933, -0.83324, 3.25615)  0.2550
H (-0.55823, -0.19376, 2.80395)  0.2530
C (0.81755, -2.67277, 0.27560)  -0.9607
H (1.99548, -2.60440, 2.87942)  0.2824
H (1.62218, -2.77925, -0.46519)  0.2497
H (3.21130, -1.68056, 2.04582)  0.2586
P (-0.25100, 1.44742, -1.25945)  1.2894
C (-0.02395, 3.03342, -2.11482)  -0.9755
C (-0.52816, 0.28880, -2.64392)  -0.9846
H (-2.21190, 0.57585, -0.19768)  0.3285
H (-2.53852, 2.04926, -1.22490)  0.3060
H (-1.74490, 2.23153, 0.43466)  0.2693
C (-1.85917, 1.59760, -0.47010)  -1.0107
H (-1.01741, -0.61206, -2.24618)  0.3211
H (-1.21016, 0.79201, -3.34447)  0.2936
H (-0.82525, 3.13889, -2.84719)  0.2963
H (0.93825, 3.00753, -2.65205)  0.2751
H (0.41959, -0.00662, -3.11370)  0.2690
H (0.04483, 3.82045, -1.35157)  0.2638
C (1.63491, 2.91242, 1.08734)  0.3284
O (1.11878, 3.93920, 1.29772)  -0.3537
O (-2.94697, -2.98678, -1.48964)  -0.3437
N (-2.92886, -2.08858, -0.64280)  0.7052
O (-3.87304, -1.76911, 0.06615)  -0.3572
O (-1.80963, -1.41409, -0.51027)  -0.6144

- total energy of number 3 (C28H32N3O6S)?
  -57146.169 eV